1.
The following is a quantum chemistry calculation of C11H10N3O5Sc as an isolated structure, from the Open Molecules 2025 dataset.

Values from the calculation:
- Maximum force: 0.0058 Eh/bohr
- Total energy: -1725.92610 a.u.
- Total charge: +2
- Kohn-Sham gap: 7.825 eV

```
30
Properties=species:S:1:pos:R:3:forces:R:3:lowdin_charge:R:1
Sc 0.80649 -0.32815 -0.96258 -0.06 0.10 0.02 1.4051
O 2.88111 -0.83689 -1.04041 -0.01 -0.04 -0.07 -0.1182
C 3.60902 -1.08254 0.20356 0.05 0.02 0.02 -0.0674
C 2.64952 -0.98322 1.35685 -0.03 -0.01 0.03 -0.2223
C 3.09138 -1.19936 2.64743 0.00 0.01 -0.01 0.0372
C 2.19087 -1.07801 3.69421 -0.02 0.01 -0.01 0.0329
C 0.86838 -0.74032 3.42501 0.02 -0.01 0.01 0.0080
C 0.49580 -0.54174 2.11820 -0.03 0.02 -0.03 -0.0694
N 1.36644 -0.66525 1.09004 0.05 -0.04 0.06 -0.0200
H 3.51368 -0.78236 -1.77296 -0.01 0.00 -0.01 0.1553
H 4.39051 -0.32736 0.29308 0.00 -0.01 0.01 0.1606
H 4.06121 -2.07261 0.15005 -0.01 0.00 0.00 0.1573
H 4.12711 -1.45410 2.83040 0.00 0.00 0.01 0.1466
H 2.51711 -1.24097 4.71294 0.00 0.00 0.00 0.1415
H 0.14101 -0.63030 4.21622 0.00 0.00 0.00 0.1363
H -0.52155 -0.26868 1.86303 0.00 -0.01 0.00 0.1287
O -3.71768 3.29645 -2.23225 0.01 -0.03 -0.07 0.1832
C -4.13367 2.04550 -2.17174 -0.05 0.08 0.28 -0.4691
O -5.27366 1.71408 -2.29833 0.01 -0.02 -0.12 0.1718
C -3.12381 0.96133 -1.86725 0.00 -0.11 -0.07 0.0050
C -3.52109 -0.37250 -1.79426 0.04 0.01 0.00 0.0795
N -2.44923 -1.10890 -1.50954 -0.07 0.04 -0.02 0.0615
N -1.33856 -0.35556 -1.38288 -0.01 0.20 -0.04 -0.0398
C -1.76432 0.92384 -1.60926 0.11 -0.21 0.03 -0.1119
C -0.72734 1.99798 -1.54714 -0.05 -0.01 0.00 -0.4502
O -0.94689 3.15398 -1.71789 0.00 0.00 0.00 0.2075
O 0.49099 1.48093 -1.26936 0.03 -0.02 0.02 -0.0987
H -2.76046 3.40415 -2.08588 0.00 0.00 -0.02 0.0896
H -4.50387 -0.79693 -1.93533 0.00 0.01 0.00 0.1715
H -2.41851 -2.11249 -1.40396 0.01 0.00 0.00 0.1880
```
Positions in Å, forces in eV/Å.


2.
The following is a quantum chemistry calculation of a 2-piece molecular cluster, C11H10O2 overall at a distorted geometry, from the Open Molecules 2025 dataset.

Values from the calculation:
- Maximum force: 0.1142 Eh/bohr
- Total energy: -575.50359 a.u.
- Kohn-Sham gap: 7.099 eV

```
23
Properties=species:S:1:pos:R:3:forces:R:3:lowdin_charge:R:1
C -3.25369 -0.20191 -0.00784 -1.34 -2.27 2.08 -0.0694
C -1.82122 0.10622 -0.04659 1.00 -0.24 -0.88 -0.2864
C -1.39069 1.41492 0.09761 0.81 2.26 0.31 0.0254
C -0.01437 1.72164 -0.17618 -2.40 -0.80 1.41 -0.3371
C 0.95300 0.64409 -0.15598 -0.16 1.02 -0.67 -0.1036
C 2.34597 0.95114 -0.23514 -0.03 0.89 -0.98 -0.0675
C 3.28218 -0.01132 -0.03215 0.93 -2.91 0.55 -0.0595
C 2.79309 -1.45551 0.07972 1.45 1.34 1.54 -0.0464
C 1.45286 -1.70706 0.01050 1.46 -2.73 -0.48 -0.0764
C 0.53648 -0.71669 -0.09061 -2.52 3.90 -0.63 -0.1312
C -0.87289 -0.89637 -0.19032 0.09 -0.67 0.80 -0.2259
H -3.89165 0.68521 0.05231 0.31 -0.11 0.47 0.0720
H -3.31766 -0.89118 0.99780 -0.77 1.50 -2.40 0.1496
H -3.69889 -0.74407 -0.88513 0.76 0.05 0.72 0.0922
H -2.18793 2.20966 0.54977 2.26 -1.68 -1.69 0.1738
H 0.69452 3.29215 1.13567 -1.30 -0.60 -5.31 0.3183
H 2.60260 1.95581 -0.66059 -0.07 -0.82 1.12 0.1279
H 4.41089 0.21315 0.05728 -2.08 -0.42 -0.43 0.1198
H 3.42541 -2.32987 0.47294 -0.49 1.66 -1.22 0.1195
H 1.06737 -2.74027 -0.06145 0.46 0.58 0.44 0.1275
H -2.19791 -2.34094 -0.51992 2.75 0.51 1.04 0.1535
O 0.30752 3.05477 -0.20681 2.05 0.40 5.49 -0.0959
O -1.22497 -2.21357 -0.18490 -3.17 -0.86 -1.28 0.0197
```
Positions in Å, forces in eV/Å.


3.
The following is a quantum chemistry calculation of one molecule with the formula C11H10O2S at a distorted geometry, from the Open Molecules 2025 dataset.

Values from the calculation:
- Maximum force: 0.1017 Eh/bohr
- Total energy: -973.62878 a.u.
- Kohn-Sham gap (alpha / beta): 7.096 / 5.912 eV
- Spin multiplicity: 3

```
24
Properties=species:S:1:pos:R:3:forces:R:3:lowdin_charge:R:1
C -2.90188 1.61864 0.88486 -1.63 0.25 -0.76 -0.0810
C -2.13304 1.43652 2.00293 1.25 -0.58 -0.84 -0.0593
C -2.50599 1.28344 -0.39618 2.42 -0.24 2.93 -0.0360
C -0.82270 1.02996 1.78783 -1.35 0.23 -1.36 -0.0194
C -1.25119 0.82893 -0.54901 2.95 -0.71 -2.05 -0.1649
C -0.32520 0.78945 0.50781 0.42 -0.66 -0.14 -0.1934
C 0.96060 0.12484 -1.48777 -2.57 2.70 3.67 -0.4563
C -0.53739 0.29868 -1.79583 -1.32 -0.41 -2.88 -0.0342
C 1.67647 -2.25713 -0.02535 1.99 0.27 2.24 -0.3101
C 2.93457 -1.32919 0.06042 -1.32 -0.30 4.82 -0.3410
C 0.97872 0.34346 0.08583 -0.88 2.43 -1.12 -0.4591
O 1.87092 0.06702 -2.23172 1.61 -0.48 -1.46 0.1078
O 0.62458 -1.67349 -0.56117 -1.39 -2.86 -0.59 0.0116
S 2.34833 0.11992 1.06635 0.33 -0.25 -0.71 0.9864
H -3.91662 1.93812 0.81256 -0.71 0.50 1.19 0.0977
H -2.47148 1.48778 3.00244 -0.57 0.35 0.75 0.0953
H -3.06254 1.56470 -1.16808 -2.57 0.52 -3.23 0.0766
H -0.27719 0.68055 2.56434 1.91 -0.47 2.62 0.0701
H -0.93076 -0.75865 -2.01450 0.38 1.52 0.15 0.1437
H -0.68256 0.89624 -2.81737 0.32 -1.09 2.30 0.1687
H 1.98673 -3.13459 -0.51507 0.03 -1.66 -1.40 0.1237
H 1.36317 -2.72754 0.96269 0.36 0.70 -0.50 0.1726
H 3.81964 -1.58974 0.66793 -0.62 -0.94 -0.36 0.0824
H 3.25481 -1.03792 -0.84396 0.93 1.15 -3.28 0.0182
```
Positions in Å, forces in eV/Å.


4.
The following is a quantum chemistry calculation of one molecule with the formula C11H10O3S at a distorted geometry, from the Open Molecules 2025 dataset.

Values from the calculation:
- Maximum force: 0.0852 Eh/bohr
- Total energy: -1048.91504 a.u.
- Kohn-Sham gap: 8.834 eV

```
25
Properties=species:S:1:pos:R:3:forces:R:3:lowdin_charge:R:1
C -3.05275 1.77524 1.74245 -0.59 -0.15 -0.96 -0.0947
C -3.23683 0.41527 1.50054 0.86 1.09 -0.49 -0.0727
C -1.76646 2.31554 1.75942 -0.57 3.42 0.51 -0.1066
C -2.13910 -0.39086 1.32011 1.53 0.05 1.54 -0.0910
C -0.63267 1.52169 1.70597 -0.65 -1.58 -0.21 -0.0848
C -0.87095 0.11858 1.56068 1.00 1.29 0.08 -0.3798
C 0.44768 -0.49939 -1.44159 -0.23 0.84 1.38 -0.3215
C 1.27150 -0.68679 -2.70165 0.67 2.86 -0.77 -0.0883
C 2.69005 -0.93383 -2.27499 4.05 -0.57 1.57 -0.1296
C 2.73798 -1.03393 -0.68645 -1.10 -1.52 -2.61 -0.2713
C 1.34708 -0.66650 -0.24196 1.13 -0.50 2.77 -0.2202
O -0.72121 -0.26614 -1.27071 0.22 -0.27 -1.24 0.1215
O 0.12477 -2.41873 1.70484 -0.21 0.36 0.38 -0.5383
O 2.52481 0.18445 -0.18194 -1.35 2.79 0.95 -0.0062
S 0.58689 -1.01733 1.75989 0.02 0.44 -3.50 1.0525
H -3.97254 2.39356 1.67472 0.98 -0.16 0.47 0.1133
H -4.20611 0.08218 1.27729 -1.18 -0.66 0.04 0.0913
H -1.74643 3.52106 1.84283 0.43 -3.07 -0.21 0.1514
H -2.12142 -1.44162 1.20493 -0.68 -1.04 -0.41 0.0957
H 0.37590 1.92280 1.69170 -0.13 0.01 0.25 0.1088
H 0.95372 -1.55058 -3.17707 -1.15 -1.49 -1.23 0.0988
H 1.23670 0.23405 -3.43042 -0.42 -1.84 1.42 0.1720
H 3.31191 -1.81005 -2.64715 -1.60 0.57 -0.12 0.1283
H 3.41414 -0.09949 -2.50998 -1.03 -0.46 0.22 0.1270
H 3.44334 -1.66919 -0.18144 0.00 -0.40 0.17 0.1444
```
Positions in Å, forces in eV/Å.